# C11H11BrN2O3

A single C11H11BrN2O3 molecule (wB97M-V/def2-TZVPD, OMol25).

Gap between HOMO and LUMO, hartree: 0.33758
SMILES: O=C(COc1ccc(Br)cc1)N1CCNC1=O
E_LUMO, eV: 0.5

Each atom is followed by the atoms it is bonded to, with distances in Å.
CARTESIAN COORDINATES (ANGSTROEM)
1 O 1.51 0.02 -2.53  C2 1.204
2 C 1.38 0.35 -1.38  O1 1.204, N3 1.368, C14 1.538
3 N 1.76 -0.42 -0.31  C2 1.368, C4 1.421, C11 1.453
4 C 2.22 -1.76 -0.45  N3 1.421, O5 1.194, N6 1.358
5 O 2.19 -2.44 -1.43  C4 1.194
6 N 2.67 -2.13 0.78  C4 1.358, H7 1.005, C8 1.439
7 H 3.16 -2.99 0.91  N6 1.005
8 C 2.72 -1.05 1.73  N6 1.439, H9 1.098, H10 1.092, C11 1.535
9 H 3.74 -0.67 1.86  C8 1.098
10 H 2.34 -1.37 2.71  C8 1.092
11 C 1.80 -0.01 1.08  N3 1.453, C8 1.535, H12 1.095, H13 1.090
12 H 0.80 -0.05 1.51  C11 1.095
13 H 2.19 1.00 1.18  C11 1.090
14 C 0.80 1.73 -1.01  C2 1.538, O15 1.408, H27 1.097, H28 1.095
15 O -0.13 1.73 0.05  C14 1.408, C16 1.367
16 C -1.32 1.08 -0.12  O15 1.367, C17 1.396, C21 1.390
17 C -2.20 1.17 0.96  C16 1.396, C18 1.378, H26 1.079
18 C -3.44 0.55 0.91  C17 1.378, C19 1.386, H25 1.079
19 C -3.79 -0.16 -0.23  C18 1.386, C20 1.382, Br24 1.904
20 C -2.93 -0.26 -1.30  C19 1.382, C21 1.385, H23 1.079
21 C -1.69 0.36 -1.25  C16 1.390, C20 1.385, H22 1.078
22 H -1.03 0.26 -2.10  C21 1.078
23 H -3.21 -0.82 -2.18  C20 1.079
24 Br -5.49 -1.01 -0.30  C19 1.904
25 H -4.12 0.62 1.74  C18 1.079
26 H -1.90 1.73 1.83  C17 1.079
27 H 0.36 2.14 -1.93  C14 1.097
28 H 1.61 2.38 -0.69  C14 1.095